Record 1
{
  "formula": "C12H54O15",
  "method": "the ωB97M-V functional and the def2-TZVPD basis",
  "multiplicity": 1,
  "lumo_energy_ev": -0.266,
  "homo_lumo_gap_ev": 9.43,
  "species": ["C", "C", "C", "O", "H", "H", "H", "H", "H", "H", "H", "H", "C", "C", "C", "O", "H", "H", "H", "H", "H", "H", "H", "H", "C", "C", "C", "O", "H", "H", "H", "H", "H", "H", "H", "H", "C", "C", "C", "O", "H", "H", "H", "H", "H", "H", "H", "H", "O", "H", "H", "O", "H", "H", "O", "H", "H", "O", "H", "H", "O", "H", "H", "O", "H", "H", "O", "H", "H", "O", "H", "H", "O", "H", "H", "O", "H", "H", "O", "H", "H"],
  "positions_angstrom": [[8.5345, 16.1418, 11.6911], [7.4075, 15.2381, 12.2782], [7.9774, 14.1010, 13.2080], [6.5210, 16.0544, 13.0103], [8.1605, 16.9808, 11.1044], [9.2516, 15.6091, 11.0665], [9.0282, 16.4688, 12.6062], [6.7792, 14.7859, 11.5109], [8.4674, 13.3578, 12.5790], [7.0728, 13.7095, 13.6734], [8.5964, 14.5008, 14.0112], [6.0749, 16.6955, 12.4521], [8.2537, 14.5488, 8.3789], [7.1405, 13.7429, 7.6797], [6.3548, 14.5839, 6.5802], [7.7177, 12.6892, 7.1312], [8.6546, 13.9154, 9.1702], [7.8216, 15.4394, 8.8351], [9.0768, 14.7893, 7.7060], [6.4560, 13.2954, 8.4004], [6.2775, 14.0255, 5.6473], [6.8818, 15.4819, 6.2579], [5.3936, 14.8880, 6.9945], [7.8227, 12.0224, 7.8138], [8.0727, 10.0252, 13.5147], [6.5566, 9.6893, 13.3850], [5.7970, 10.3737, 12.1935], [6.4367, 8.3036, 13.1962], [8.5141, 9.4731, 14.3445], [8.2299, 11.0692, 13.7855], [8.6836, 9.8270, 12.6340], [6.0935, 9.9276, 14.3425], [5.9576, 11.4496, 12.2636], [4.7315, 10.1456, 12.1652], [6.1964, 10.0607, 11.2288], [6.8315, 7.9384, 13.9914], [9.4881, 9.3762, 8.1434], [9.0067, 10.1085, 9.3691], [10.0900, 11.1497, 9.8261], [7.7761, 10.7210, 9.1026], [8.8310, 8.5849, 7.7826], [10.4416, 8.8888, 8.3472], [9.6477, 10.0472, 7.2994], [8.7258, 9.4162, 10.1628], [10.3289, 11.8382, 9.0155], [11.0032, 10.7032, 10.2194], [9.7101, 11.7778, 10.6319], [7.1472, 10.0590, 8.8061], [6.9736, 7.3862, 10.5491], [6.1096, 7.3765, 10.1372], [6.8324, 7.8152, 11.3930], [11.7720, 10.8677, 5.4120], [11.0985, 10.6125, 4.7815], [12.5667, 10.9663, 4.8877], [6.0682, 8.6840, 8.0523], [5.5093, 8.0195, 8.4552], [5.4700, 9.3970, 7.8284], [9.6216, 6.0563, 5.9339], [8.7106, 6.3113, 6.0798], [9.8954, 5.6603, 6.7612], [6.9103, 7.3624, 5.7795], [6.7475, 8.0207, 5.1039], [6.9086, 7.8551, 6.6001], [10.3649, 13.2260, 5.8369], [11.0469, 12.5590, 5.7585], [9.5906, 12.7445, 6.1283], [12.5100, 9.3955, 12.8639], [13.4593, 9.2774, 12.8306], [12.2030, 9.1158, 12.0015], [9.1903, 5.9065, 9.8678], [8.7628, 6.7490, 10.0222], [10.0149, 5.9638, 10.3505], [13.0983, 9.9510, 7.6520], [13.9001, 9.6968, 7.1951], [12.5971, 10.4429, 7.0015], [11.5579, 8.1626, 5.7672], [10.6564, 7.8614, 5.6540], [11.5067, 9.1138, 5.6735], [13.2395, 8.7138, 9.9839], [13.0563, 9.1986, 9.1791], [14.1946, 8.6599, 10.0193]],
  "forces_ev_per_a": [[-0.413, -0.979, 0.686], [0.917, 0.057, -0.656], [-1.493, 1.464, -0.829], [-0.213, 0.102, 1.334], [-0.153, 0.038, 0.184], [-0.048, -0.178, 0.088], [0.310, 0.506, -0.279], [0.397, -0.427, -0.424], [0.119, -0.001, 0.280], [0.158, -0.495, 0.093], [0.245, -0.016, -0.253], [0.189, -0.094, -0.236], [-1.018, 0.034, 0.445], [-0.997, 3.467, 0.434], [0.801, -0.393, 0.867], [1.900, -3.552, -3.034], [0.095, 0.042, 0.158], [0.257, 0.221, 0.050], [-0.237, 0.072, -0.193], [-0.629, 0.916, 0.519], [-0.436, -0.393, 0.283], [0.228, 0.137, 0.437], [-0.109, -0.071, -0.333], [0.204, -0.651, 0.342], [-0.578, 0.580, 0.105], [0.532, 1.090, -1.073], [0.933, -0.124, 0.855], [-0.222, -0.829, 0.003], [-0.106, -0.269, 0.036], [-0.148, 0.162, -0.117], [-0.308, -0.144, -0.208], [-0.249, 0.386, -0.021], [-0.202, 0.055, -0.041], [0.018, 0.010, 0.411], [0.328, -0.086, 0.068], [0.044, -0.660, -0.100], [0.637, -0.640, -0.190], [1.113, -0.210, 0.359], [-1.304, -0.175, 0.100], [-0.789, 2.027, -0.331], [-0.260, 0.004, 0.250], [0.108, -0.012, -0.047], [-0.003, 0.325, 0.056], [0.890, -0.364, 0.300], [0.099, -0.147, -0.219], [-0.078, -0.312, -0.309], [-0.237, -0.043, 0.112], [0.105, -0.485, 0.085], [0.108, 0.009, -0.602], [-0.013, -0.147, 0.167], [-0.103, 0.107, 0.888], [0.149, 0.370, -0.039], [-0.416, 0.110, -0.361], [0.374, 0.058, -0.320], [0.107, 0.290, 0.116], [-0.147, -0.234, -0.033], [-0.360, 0.259, -0.298], [0.223, 0.088, -0.223], [-0.599, 0.122, -0.151], [0.187, -0.089, 0.307], [0.243, -0.484, -0.326], [0.022, 0.072, -0.259], [-0.185, 0.262, 0.403], [0.166, 0.452, -0.180], [0.181, -0.066, 0.050], [-0.665, 0.044, 0.308], [-0.286, 0.145, 0.532], [0.150, -0.022, -0.095], [0.160, -0.108, -0.467], [0.361, -0.329, -0.282], [-0.504, 0.192, 0.104], [0.289, -0.064, 0.044], [0.411, 0.312, 0.161], [0.198, -0.245, -0.070], [-0.449, 0.060, -0.013], [0.213, 0.030, -0.230], [-0.350, -0.800, 0.063], [0.259, -0.123, 0.341], [-0.071, -0.495, 0.972], [-0.221, 0.333, -0.618], [0.172, -0.056, 0.073]]
}


Record 2
{
  "formula": "C12H5F3N3O2S",
  "method": "the ωB97M-V functional and the def2-TZVPD basis",
  "charge": -1,
  "multiplicity": 1,
  "lumo_energy_ev": 3.012,
  "homo_lumo_gap_ev": 8.12,
  "species": ["F", "C", "F", "F", "S", "N", "C", "O", "C", "C", "C", "C", "C", "C", "C", "O", "H", "H", "H", "H", "C", "C", "N", "C", "N", "H"],
  "positions_angstrom": [[-3.9381, -3.6991, 1.5540], [-3.3138, -2.9698, 0.5456], [-2.6549, -3.8073, -0.3375], [-4.1956, -2.0886, -0.0536], [-2.0374, -1.8676, 0.9877], [0.5890, 0.4703, 0.2196], [0.2665, 1.7744, -0.0619], [-0.7642, 2.3870, 0.1599], [1.4669, 2.3344, -0.8163], [2.3567, 1.3109, -0.9971], [3.4167, 1.4186, -1.9015], [3.2564, 2.3840, -2.8937], [2.3229, 3.4501, -2.7109], [1.5820, 3.5253, -1.5354], [1.7542, 0.0575, -0.3636], [2.2400, -1.0602, -0.4505], [4.2145, 0.6733, -1.8747], [3.8460, 2.4948, -3.8140], [2.3694, 4.1908, -3.5221], [0.9783, 4.3826, -1.2366], [-1.9231, -2.1524, 2.6913], [-1.7697, -3.5881, 2.9836], [-1.5257, -4.6908, 3.2771], [-3.2377, -1.8907, 3.3160], [-4.2063, -1.5451, 3.8659], [-1.0931, -1.4941, 2.9688]],
  "forces_ev_per_a": [[0.655, 1.029, -2.471], [0.092, 0.059, 0.152], [-2.532, 0.191, 0.449], [-0.142, -2.576, -0.132], [1.784, 1.793, -1.136], [-1.214, -1.002, 0.390], [1.467, -0.851, 0.193], [0.080, -0.091, 0.180], [-0.019, 0.594, -0.453], [0.544, -0.120, -0.530], [-0.386, -0.412, -0.585], [-0.135, 1.187, 0.283], [1.328, -0.359, 0.001], [-0.681, -0.110, -0.551], [-0.323, 1.438, 0.518], [-0.140, 0.146, 0.232], [-0.329, 0.086, -0.410], [0.128, -0.527, 0.612], [-0.418, 0.048, 0.741], [-0.059, -0.192, -0.427], [-1.496, -1.376, 1.040], [2.343, -2.264, 1.138], [-0.742, 2.173, -0.688], [-1.326, 2.346, 1.961], [1.721, -0.932, -1.165], [-0.197, -0.278, 0.660]]
}


So what do the calculations give for HOMO energy? Going down the list: -9.7 -5.1 eV.
So what do the calculations give for ΔE to the lowest compared entry with this formula, charge and spin? Going down the list: 0.000 0.000 eV.